This record from the OMol25 dataset describes a structure of composition C40H28CrF6N3O9P2S2Te. The level of theory is ωB97M-V/def2-TZVPD.

Positions of all 92 atoms, in Å:
Cr: 0.8615 0.9743 -0.4847
O: 0.9707 1.3986 1.3676
C: 2.0979 1.7550 1.9135
C: 2.8637 2.8834 1.5449
C: 4.1231 3.0334 2.1735
C: 4.9511 4.0818 1.8689
C: 4.6161 5.0541 0.9337
C: 3.3875 4.9280 0.3108
C: 2.5196 3.8810 0.5917
O: 1.3089 3.9895 -0.0478
N: 6.2475 4.1802 2.5641
O: 6.9722 5.1165 2.2803
O: 6.5370 3.3152 3.3706
H: 2.4856 1.1211 2.7137
H: 4.4364 2.3047 2.9077
H: 5.2952 5.8605 0.7091
H: 3.0671 5.6531 -0.4244
Te: -2.4190 -2.4401 -1.5861
C: -4.0269 -3.2247 -0.4602
C: -4.1643 -3.0036 0.9036
C: -5.2555 -3.5403 1.5678
N: -6.2020 -4.2697 0.9827
C: -6.0635 -4.4752 -0.3257
C: -5.0160 -3.9788 -1.0848
C: -1.4139 -1.2820 -0.2016
P: -1.5382 0.4932 -0.1642
C: -2.9404 1.0418 -1.1747
C: -4.2314 0.6501 -0.8206
C: -5.3054 1.0058 -1.6178
C: -5.0968 1.7515 -2.7723
C: -3.8157 2.1459 -3.1231
C: -2.7349 1.7904 -2.3256
C: -2.0455 1.0972 1.4860
C: -2.5284 0.2694 2.4854
C: -2.8981 0.7919 3.7183
C: -2.7770 2.1516 3.9562
C: -2.2810 2.9874 2.9605
C: -1.9131 2.4620 1.7360
P: 0.3320 -1.5180 0.0502
C: 0.8761 -2.9896 -0.8805
C: 0.8317 -4.2687 -0.3297
C: 1.1806 -5.3724 -1.0916
C: 1.5781 -5.2122 -2.4122
C: 1.6272 -3.9419 -2.9669
C: 1.2775 -2.8401 -2.2024
C: 0.7074 -2.0271 1.7643
C: -0.2372 -2.6164 2.5941
C: 0.0915 -2.9732 3.8946
C: 1.3709 -2.7348 4.3748
C: 2.3196 -2.1393 3.5529
C: 1.9869 -1.7833 2.2565
H: -3.4302 -2.4127 1.4310
H: -5.3780 -3.3712 2.6338
H: -6.8412 -5.0670 -0.7988
H: -4.9844 -4.1799 -2.1490
H: -4.3960 0.0670 0.0790
H: -6.3055 0.6969 -1.3413
H: -5.9381 2.0264 -3.3965
H: -3.6503 2.7333 -4.0172
H: -1.7356 2.1158 -2.5776
H: -2.6003 -0.7937 2.2975
H: -3.2728 0.1349 4.4932
H: -3.0583 2.5605 4.9186
H: -2.1688 4.0480 3.1454
H: -1.5067 3.1137 0.9690
H: 0.5265 -4.4056 0.6997
H: 1.1392 -6.3621 -0.6543
H: 1.8478 -6.0766 -3.0056
H: 1.9339 -3.7992 -3.9952
H: 1.3046 -1.8620 -2.6509
H: -1.2341 -2.7938 2.2106
H: -0.6518 -3.4328 4.5340
H: 1.6271 -3.0048 5.3915
H: 3.3162 -1.9422 3.9279
H: 2.7229 -1.3017 1.6205
F: 5.5695 0.1416 -3.3522
C: 4.7767 -0.0628 -2.3021
F: 4.0537 -1.1540 -2.5150
F: 5.5329 -0.2522 -1.2228
S: 3.6829 1.3946 -2.0436
O: 2.8938 0.9436 -0.8878
O: 4.5379 2.5123 -1.8682
N: 2.8552 1.4921 -3.3596
S: 1.5079 0.7790 -3.7021
O: 0.6395 0.5821 -2.5423
O: 1.6230 -0.3511 -4.5674
C: 0.7351 2.0934 -4.7637
F: 0.9764 3.3075 -4.3080
F: 1.2408 1.9820 -5.9945
F: -0.5796 1.8803 -4.8167
O: -0.0388 3.4735 -1.6861
C: 0.7107 3.0099 -0.8708

Atomic forces in eV per Å
-0.2 -0.1 0.1
-0.2 -0.1 -0.1
0.1 0.0 0.0
0.2 0.0 0.0
0.0 0.0 0.0
0.1 0.0 0.1
-0.1 0.0 0.0
0.1 -0.1 0.0
-0.1 0.1 -0.1
0.0 0.0 0.0
0.0 -0.1 -0.2
0.0 0.0 0.1
0.0 0.1 0.0
0.0 0.0 0.0
0.0 0.0 0.0
0.0 0.0 0.0
0.0 0.0 0.0
-0.1 0.0 0.1
0.1 0.1 0.1
-0.1 -0.1 -0.1
0.0 0.1 0.1
-0.1 0.0 0.0
0.0 0.0 -0.1
0.0 0.0 0.0
0.2 0.2 -0.2
0.0 -0.2 0.3
0.1 -0.1 -0.1
0.0 0.0 0.0
0.0 0.0 0.0
0.0 0.0 0.0
0.0 0.0 0.0
0.0 0.0 0.0
0.0 0.0 -0.1
0.0 -0.1 0.0
0.0 0.0 0.0
0.0 0.0 0.0
0.0 0.0 0.1
0.0 0.0 -0.1
0.0 0.2 0.0
0.0 0.0 0.1
0.1 0.0 0.0
0.0 0.0 0.0
0.0 0.0 0.0
0.0 0.0 0.0
0.0 -0.1 0.0
-0.1 0.0 0.0
0.0 0.0 0.0
0.0 0.0 0.0
0.0 0.0 0.0
0.0 0.0 0.1
0.0 0.0 0.0
0.1 0.0 0.0
0.0 0.0 0.0
0.0 0.0 0.0
0.0 0.0 0.0
0.0 0.0 0.0
0.0 0.0 0.0
0.0 0.0 0.0
0.0 0.0 0.0
0.0 0.0 0.0
0.0 0.0 0.0
0.0 0.0 0.0
0.0 0.0 0.0
0.0 0.0 0.0
0.0 0.0 0.0
0.0 0.0 0.0
0.0 0.0 0.0
0.0 0.0 0.0
0.0 0.0 0.0
0.0 0.1 -0.1
-0.1 0.0 0.0
0.0 0.0 0.0
0.0 0.0 0.0
0.0 0.0 0.0
0.0 0.0 0.0
0.0 0.0 0.0
0.3 0.0 0.0
-0.2 -0.1 0.0
0.0 0.1 0.0
-0.3 -0.3 0.3
0.2 0.0 -0.3
0.1 0.1 0.0
0.2 0.0 0.0
0.0 -0.2 -0.1
0.0 0.1 -0.1
0.0 0.0 0.0
0.0 0.0 0.0
-0.1 -0.1 -0.1
-0.1 0.0 0.1
0.1 0.0 0.0
-0.2 0.0 -0.1
0.1 0.1 0.2

The calculation puts the gap between HOMO and LUMO (spin up / spin down) at 5.8768 / 7.1291 eV. The value obtained for the LUMO energy (spin up / spin down) is 1.92 / 1.98 eV. The expectation value of S² is 6.101. Its multiplicity is 5. The maximum force is 0.487 eV Å⁻¹. The total charge is -1. As for the energy above the lowest of the compared OMol25 structures with the same formula, charge and spin: 0.0000 eV.

---

This record from the OMol25 dataset describes a structure of composition C40H29Cl5CoIN3O5S. The level of theory is ωB97M-V/def2-TZVPD.

Positions of all 85 atoms, in Å:
Co: 0.2526 0.0325 0.3731
C: 1.9748 -4.3077 0.9253
C: 0.6287 -4.1250 0.2894
N: -0.0890 -5.1809 0.0232
C: -1.2822 -5.0379 -0.6089
C: -1.7487 -3.8431 -1.0706
C: -3.0463 -3.7917 -1.8255
O: -4.0103 -2.9181 -1.2373
C: -0.9986 -2.6635 -0.7991
C: -1.3709 -1.4337 -1.4356
N: -0.9044 -0.2585 -1.1734
C: -1.1567 0.7576 -2.1371
C: -0.8798 0.4800 -3.4767
C: -1.0689 1.4323 -4.4632
C: -1.5335 2.6918 -4.1229
C: -1.8117 2.9828 -2.7972
C: -1.6269 2.0278 -1.8064
I: -2.1337 2.5592 0.1386
C: 0.1848 -2.7741 -0.0263
O: 0.9045 -1.8007 0.3608
H: 2.6652 -4.7292 0.1904
H: 1.8953 -5.0193 1.7469
H: 2.3727 -3.3637 1.2910
H: -1.8484 -5.9498 -0.7687
H: -3.4445 -4.8083 -1.9085
H: -2.9055 -3.4191 -2.8435
H: -3.9705 -3.0304 -0.2810
H: -2.0766 -1.5090 -2.2617
H: -0.4594 -0.4851 -3.7214
H: -0.8307 1.1936 -5.4916
H: -1.6746 3.4521 -4.8801
H: -2.1792 3.9620 -2.5221
C: 1.8444 2.7478 8.0381
C: 2.0432 2.1005 6.6934
C: 1.8176 2.8144 5.5178
C: 1.9698 2.2161 4.2786
C: 2.3519 0.8837 4.2012
C: 2.5852 0.1590 5.3568
C: 2.4308 0.7696 6.5949
S: 2.5693 0.1227 2.6066
O: 3.7005 0.7711 1.9890
O: 2.6999 -1.2958 2.8559
O: 1.2781 0.4956 1.9591
H: 1.9645 3.8297 7.9769
H: 2.5574 2.3670 8.7701
H: 0.8409 2.5488 8.4223
H: 1.5204 3.8558 5.5760
H: 1.7943 2.7709 3.3661
H: 2.8820 -0.8782 5.2747
H: 2.6162 0.1993 7.4988
Cl: 1.8149 -1.4227 -2.3883
C: 2.3992 0.1135 -1.7897
C: 1.7093 0.8184 -0.7999
C: 2.2611 2.0692 -0.5118
Cl: 1.4353 3.1348 0.5899
C: 3.4417 2.5551 -1.0661
Cl: 4.0860 4.0903 -0.6098
C: 4.1209 1.7848 -2.0006
Cl: 5.5993 2.3486 -2.6923
C: 3.5846 0.5625 -2.3796
Cl: 4.4107 -0.3757 -3.5760
N: -1.2075 -0.4212 1.4952
C: -1.9386 -1.2228 2.1094
C: -3.3949 -0.9137 2.2913
C: -4.0048 -1.0685 3.5327
C: -5.3484 -0.7686 3.6873
C: -6.0941 -0.3303 2.5990
C: -5.4904 -0.1846 1.3591
C: -4.1403 -0.4683 1.2063
C: -1.4176 -2.4960 2.6924
C: -2.2010 -3.6454 2.7276
C: -1.6833 -4.8206 3.2473
C: -0.3921 -4.8430 3.7580
C: 0.3852 -3.6931 3.7353
C: -0.1195 -2.5231 3.1933
H: -3.4209 -1.4252 4.3725
H: -5.8168 -0.8795 4.6569
H: -7.1459 -0.1039 2.7200
H: -6.0666 0.1520 0.5071
H: -3.6568 -0.3502 0.2445
H: -3.2156 -3.6216 2.3465
H: -2.2848 -5.7205 3.2484
H: 0.0126 -5.7633 4.1601
H: 1.4000 -3.7047 4.1116
H: 0.4980 -1.6376 3.1298

Atomic forces in eV per Å
0.1 -1.8 0.7
0.0 0.0 0.0
0.1 0.1 0.0
-0.1 0.1 0.0
0.1 0.0 0.0
0.0 0.1 0.0
-0.1 0.0 0.0
0.0 0.0 -0.1
0.1 0.0 0.1
0.1 -0.1 0.1
0.1 0.0 0.3
0.1 0.0 -0.1
0.0 0.0 0.0
0.0 0.0 0.0
0.0 0.0 0.0
0.0 0.0 0.0
0.0 0.1 0.0
-0.2 0.1 0.0
-0.5 -0.3 -0.3
0.1 1.3 0.0
0.0 0.1 0.0
0.0 0.0 0.0
0.0 0.0 0.0
0.0 0.0 0.0
0.0 0.0 0.0
0.0 0.0 0.0
0.0 0.0 0.1
0.0 0.0 0.0
0.0 0.0 0.0
0.0 0.0 0.0
0.0 0.0 0.0
0.0 0.0 0.0
0.0 0.0 0.0
0.0 0.0 0.0
0.0 0.0 0.0
0.0 0.0 0.0
0.0 0.0 0.0
0.0 0.0 0.0
0.0 0.0 0.0
0.3 0.0 0.1
0.0 0.0 -0.1
0.1 0.0 -0.1
-0.3 -0.1 -0.1
0.0 0.0 0.0
0.0 0.0 0.0
0.0 0.0 0.0
0.0 0.0 0.0
0.0 0.0 0.0
0.0 0.0 0.0
0.0 0.0 0.0
0.0 0.0 0.0
0.0 -0.1 0.0
0.1 0.0 0.0
-0.1 0.1 0.1
-0.1 0.0 0.0
0.0 0.0 0.0
0.0 0.0 0.0
0.0 0.0 0.0
0.0 0.0 0.0
0.0 0.0 0.0
0.0 0.0 0.0
0.1 1.1 -1.2
0.6 -0.2 0.1
0.1 0.0 0.2
-0.1 0.0 -0.1
-0.1 0.0 0.0
0.0 0.0 0.1
0.0 0.0 0.0
-0.1 0.0 0.0
-0.2 -0.1 0.0
0.1 -0.1 0.1
0.0 -0.1 0.0
0.0 0.0 0.0
0.0 0.0 0.0
-0.1 0.0 0.0
0.0 0.0 0.0
0.0 0.0 0.0
0.0 0.0 0.0
0.0 0.0 0.0
0.0 0.0 0.0
0.0 0.0 0.0
0.0 0.0 0.0
0.0 0.0 0.0
0.0 0.0 0.0
-0.1 -0.1 0.0

The calculation puts the gap between HOMO and LUMO (spin up / spin down) at 6.9136 / 7.0023 eV. The value obtained for the LUMO energy (spin up / spin down) is 1.78 / 1.84 eV. The maximum force is 1.964 eV Å⁻¹. The total charge is -1. As for the energy above the lowest of the compared OMol25 structures with the same formula, charge and spin: 0.0000 eV.